C33H25MnN4OP2S3 as an isolated structure. Source: the OMol25 dataset; level of theory: ωB97M-V/def2-TZVPD.

XYZ file:
```
69
Properties=species:S:1:pos:R:3:forces:R:3
Mn -1.109599 -0.378926 -0.279393 -0.27 0.04 0.00
N 1.353161 0.068564 1.352009 -0.33 0.02 -0.74
P 1.208640 -0.839325 -0.078580 -0.56 -0.95 1.04
C 2.478540 -0.382391 -1.190354 1.31 -0.06 -0.34
C 3.692874 -1.108175 -1.214604 -0.10 0.39 0.12
C 4.805424 -0.536388 -1.805077 -0.10 -0.82 -0.15
C 4.697143 0.675612 -2.459177 0.36 0.36 -0.02
C 3.508006 1.396940 -2.499510 -0.19 -1.15 0.65
C 2.406131 0.866939 -1.819522 0.55 0.00 -0.45
C 1.321895 -2.630867 0.349531 0.17 1.39 -0.28
C 1.556622 -3.567636 -0.661881 -0.58 -0.70 1.49
C 1.432899 -4.921552 -0.392259 -0.58 -0.08 1.26
C 1.047777 -5.316500 0.935482 0.69 0.62 -2.70
C 0.837486 -4.362641 1.877669 -0.29 -0.55 1.66
C 0.989808 -3.014866 1.635391 0.21 -0.28 -0.57
P -0.097510 0.910047 1.377232 -0.85 -0.45 0.42
C -0.833089 0.553473 2.981001 0.47 0.26 0.70
C -0.725706 1.469870 4.032586 -0.31 0.18 0.34
C -1.205385 1.088576 5.292446 0.15 -0.31 -0.61
C -1.649321 -0.202173 5.516426 -0.32 0.22 0.65
C -1.613853 -1.164482 4.526708 -0.51 -0.89 0.33
C -1.259333 -0.755497 3.280585 0.66 -0.27 -1.91
C 0.170693 2.661592 1.190831 0.62 1.17 0.34
C 1.480652 3.119290 0.950057 -0.97 0.37 0.11
C 1.741478 4.497267 0.874484 -0.27 -1.10 0.13
C 0.723315 5.404887 1.145531 0.86 -0.58 -0.10
C -0.579273 4.965257 1.357787 0.00 0.29 -0.12
C -0.856139 3.619799 1.390479 0.14 -1.43 -0.55
H 2.111272 0.217920 1.992103 0.53 -0.19 0.14
H 3.821703 -2.081893 -0.754141 -0.32 0.13 0.12
H 5.742410 -1.104014 -1.809193 -0.32 0.41 0.00
H 5.604748 1.044729 -2.903909 0.01 0.35 -0.31
H 3.433338 2.318334 -3.035492 0.00 0.43 -0.13
H 1.494620 1.433315 -1.799714 -0.26 0.19 0.10
H 1.843624 -3.221958 -1.601412 0.37 0.36 -1.62
H 1.567665 -5.646548 -1.187454 0.16 -0.02 0.21
H 0.936623 -6.336934 1.197459 -0.08 -0.83 0.02
H 0.557462 -4.739008 2.864770 0.12 0.45 -0.12
H 0.908160 -2.326370 2.442101 -0.21 0.56 0.36
H -0.292806 2.472512 3.919126 -0.32 -0.46 -0.18
H -1.231934 1.769543 6.116063 0.12 0.46 0.21
H -2.065288 -0.437650 6.482814 0.14 -0.13 0.21
H -1.885394 -2.230145 4.694061 0.12 1.05 0.02
H -1.215281 -1.533354 2.504109 -0.17 0.39 0.03
H 2.263183 2.390902 0.887189 0.49 -0.08 -0.33
H 2.746590 4.793975 0.604206 -0.05 0.28 0.29
H 1.037362 6.425657 1.236467 -0.42 0.55 -0.23
H -1.378134 5.686177 1.443273 -0.06 0.02 0.27
H -1.855976 3.219366 1.512225 -0.18 0.38 0.20
O -1.471101 -1.953655 -1.196909 -0.01 0.07 -1.00
N -1.410433 -1.976723 -2.554804 0.51 1.40 -0.44
C -1.647859 -3.124165 -3.155710 -0.54 -1.56 1.29
C -1.551747 -3.292004 -4.521758 -0.27 -0.70 -0.66
C -1.094465 -2.230187 -5.272761 -1.02 -0.06 0.00
C -0.970699 -0.991714 -4.656215 0.48 0.78 0.19
C -1.132945 -0.841850 -3.300509 -0.51 -1.24 1.43
S -0.999055 0.621741 -2.288608 0.10 0.59 -0.46
H -1.921502 -3.876663 -2.400535 0.09 0.02 -0.79
H -1.892659 -4.227755 -5.024416 0.60 0.75 0.77
H -1.045636 -2.335801 -6.344396 0.30 0.15 -0.12
H -0.739654 -0.104677 -5.219267 0.07 0.15 -0.23
S -2.952700 0.665692 0.278109 0.08 0.20 0.41
C -3.453128 1.767498 -0.970574 -0.27 0.43 -0.54
S -2.787726 1.693334 -2.610204 0.16 -0.18 -0.08
C -4.418090 2.730671 -0.772027 0.76 -1.35 0.87
C -4.864839 3.500171 -1.878287 0.00 0.27 0.19
N -5.112853 4.088623 -2.832617 -0.10 0.04 -0.17
C -4.936785 2.834034 0.574402 -0.08 0.14 -0.52
N -5.263432 2.822210 1.676583 0.02 0.11 -0.12
```
Positions in Å, forces in eV/Å.

The LUMO energy (alpha / beta) is -7.337 / -7.173 eV. The charge is +2. For the total energy, the calculation gives -125020.825 eV. The spin multiplicity is 1. The orbital gap (alpha / beta) comes out at 6.68 / 6.85 eV.

***

C33H26AsF6IrN4O2S2 as an isolated structure. Source: the OMol25 dataset; level of theory: ωB97M-V/def2-TZVPD.

XYZ file:
```
75
Properties=species:S:1:pos:R:3:forces:R:3
Ir -1.506394 1.058970 0.563536 -0.44 -0.58 -0.20
C -0.515748 -1.539087 -1.017198 0.14 -0.23 0.27
N -1.348790 -1.462189 0.195334 -0.19 -0.02 -0.37
C -0.719389 -2.078264 1.374973 0.22 0.20 0.15
C 0.025151 -1.085996 2.261696 0.01 -0.13 -0.22
N -0.793265 0.079999 2.651066 -0.01 0.10 -0.02
C -2.021710 -0.319602 3.358806 -0.10 -0.09 0.00
C 0.019479 0.996471 3.421255 0.07 0.12 0.08
C 0.044271 0.959187 4.811957 -0.05 -0.13 -0.01
C 0.842813 1.829886 5.536278 0.06 0.06 0.01
C 1.639032 2.760683 4.888450 -0.03 -0.03 -0.01
C 1.622980 2.812270 3.505559 -0.01 -0.02 0.00
C 0.826130 1.936195 2.783599 0.00 0.24 -0.21
S 0.821996 2.122162 0.997900 -0.26 0.01 0.47
C -2.653446 -2.064051 -0.080919 -0.14 0.17 -0.19
C -2.735725 -3.419340 -0.390760 0.03 -0.06 0.06
C -3.936405 -3.987407 -0.765267 0.05 -0.08 0.00
C -5.073567 -3.191500 -0.837667 -0.05 0.04 0.02
C -5.005091 -1.852152 -0.515283 0.00 0.03 0.03
C -3.794420 -1.254245 -0.135887 0.25 -0.07 0.15
S -3.800866 0.463370 0.221813 0.60 0.49 0.01
H -0.360037 -2.571981 -1.343579 -0.06 0.00 -0.02
H 0.443914 -1.054396 -0.833900 -0.03 0.05 0.00
H -2.171055 -0.671185 -1.821199 0.00 0.01 -0.04
H -0.006282 -2.856909 1.080304 -0.04 -0.07 0.03
H -1.508247 -2.557519 1.950523 0.01 -0.06 -0.05
H 0.911287 -0.717434 1.745050 0.00 0.02 0.06
H 0.357066 -1.626032 3.158736 0.02 0.03 0.02
H -1.818464 -1.046125 4.153310 0.03 0.01 0.00
H -2.723427 -0.755081 2.650028 0.02 0.00 0.00
H -2.490016 0.564332 3.785371 0.00 0.02 -0.03
H -0.562458 0.243372 5.348818 -0.02 0.01 -0.03
H 0.837913 1.780556 6.617119 -0.02 -0.01 0.00
H 2.254434 3.449006 5.451080 -0.01 0.00 0.00
H 2.216625 3.538861 2.966545 -0.01 0.02 0.03
H -1.848997 -4.041667 -0.349101 0.04 0.04 -0.03
H -3.980152 -5.037073 -1.021509 -0.01 0.00 0.01
H -6.014788 -3.621143 -1.155321 -0.01 0.01 0.03
H -5.884698 -1.222676 -0.557842 -0.02 -0.04 -0.04
N 9.346205 -2.160695 -0.286014 -0.07 0.01 0.00
C 8.275893 -1.753063 -0.188927 0.31 -0.14 -0.04
C 6.948860 -1.235406 -0.059087 -0.33 0.15 0.02
C 6.591397 -0.066731 -0.733951 0.08 -0.08 0.00
C 5.324323 0.455141 -0.578635 -0.11 -0.05 0.11
C 4.398431 -0.176721 0.261386 0.32 0.04 -0.13
C 4.753809 -1.361732 0.908121 -0.12 0.07 0.00
C 6.021291 -1.888042 0.751748 0.08 -0.01 -0.05
C 3.138320 0.455445 0.481231 -0.30 0.12 0.05
C 2.144437 1.108114 0.686316 0.04 -0.23 -0.25
H 7.317233 0.427891 -1.364612 -0.01 0.00 -0.01
H 5.033030 1.366238 -1.082657 0.05 0.01 -0.01
H 4.032491 -1.854514 1.545948 0.02 -0.01 0.02
H 6.303862 -2.801330 1.256665 0.00 0.01 0.02
F -2.386032 3.276510 -0.820366 0.13 0.03 0.26
As -2.415409 4.537791 0.413070 0.11 -0.55 0.15
F -0.699649 4.712772 0.212473 -0.05 0.01 -0.01
F -2.023426 3.239297 1.650887 0.02 0.24 -0.45
F -4.076175 4.177946 0.680696 0.00 0.11 0.01
F -2.403230 5.694231 1.681849 -0.03 -0.01 0.00
F -2.747914 5.708219 -0.789992 -0.03 0.10 0.04
O -0.255222 1.240469 -1.511720 -0.03 0.28 0.23
C -0.638885 0.539169 -2.452714 -0.07 -0.21 -0.08
N -1.195493 -0.832241 -2.122532 -0.16 0.16 0.05
C -1.337810 -1.596010 -3.493069 0.00 -0.32 0.19
O -1.592419 -2.771292 -3.467691 0.04 0.13 -0.04
C -1.103625 -0.589228 -4.447784 0.09 0.36 -0.06
C -1.194534 -0.691238 -5.848722 -0.01 -0.05 -0.05
C -0.875695 0.399503 -6.609150 -0.08 -0.20 -0.08
C -0.463597 1.621469 -6.010578 0.04 0.09 0.23
C -0.366103 1.752510 -4.654576 0.07 0.20 -0.15
C -0.685918 0.642497 -3.843306 -0.05 -0.35 0.10
H -1.519876 -1.622808 -6.292845 0.03 0.02 -0.04
H -0.942898 0.338510 -7.687147 -0.01 0.01 0.01
H -0.232292 2.463914 -6.648568 0.01 0.01 0.01
H -0.063025 2.681162 -4.189391 -0.01 0.01 -0.03
```
Positions in Å, forces in eV/Å.

The LUMO energy (alpha / beta) is -0.791 / -1.074 eV. The expectation value of S² is 6.03. The charge is 0. For the total energy, the calculation gives -146350.510 eV. The spin multiplicity is 5. The orbital gap (alpha / beta) comes out at 5.99 / 7.02 eV.

***

Calculated max |F|, 2.85 0.77 eV/Å (same order as the records).